ORCA calculation (ωB97M-V/def2-TZVPD) on a 9-piece molecular cluster, C34H94N8O9 overall.

Structure (XYZ):
```
145
Properties=species:S:1:pos:R:3:forces:R:3
C 0.30177 1.30731 1.50062 0.83 1.14 1.49
O 0.50602 2.12057 0.36197 0.44 -1.87 -0.20
C 0.56514 1.31654 -0.80520 -0.94 0.84 -1.48
C 0.94863 2.18793 -2.00260 -1.04 0.87 -0.49
C 0.16868 3.57488 -2.04564 1.32 -0.65 -0.08
N 0.63014 1.46030 -3.22635 -0.51 -0.47 -0.20
H 1.18039 0.76015 1.84230 0.44 -0.40 -0.71
H -0.53034 0.60368 1.52504 -0.35 0.29 -0.56
H 0.23992 2.03655 2.30839 -0.73 -0.06 0.17
H 1.16173 0.40526 -0.84688 0.76 0.08 0.96
H -0.42955 0.93371 -1.03349 -0.45 0.07 0.06
H 2.00542 2.45470 -1.99101 0.22 -0.14 0.45
H -0.38794 3.83168 -1.14435 0.17 -0.22 -0.04
H -0.47047 3.69110 -2.92090 -0.06 -0.36 0.05
H 1.00635 4.26076 -2.17202 -0.42 0.63 0.14
H 0.72605 1.98956 -4.08121 0.10 0.23 0.21
H 1.11357 0.58376 -3.36081 0.23 0.01 0.24
C 0.87958 3.28254 -10.27683 -0.12 -0.50 1.30
O 1.64014 2.35144 -9.50180 1.22 -1.61 -0.41
C 2.86941 1.83440 -10.09381 -0.48 1.50 -1.41
C 2.68116 0.95604 -11.31092 -0.78 -3.09 -0.23
C 2.21352 -0.50713 -10.91851 -1.04 0.13 -0.23
N 3.89973 0.78731 -12.13449 0.23 1.05 0.16
H 0.24009 2.85290 -11.04791 0.09 -0.38 -0.03
H 1.43845 4.10137 -10.72990 0.40 0.02 0.20
H 0.26233 3.61488 -9.44217 -0.44 0.74 -0.63
H 3.30270 2.75316 -10.48911 0.96 -0.06 0.13
H 3.55434 1.28855 -9.44495 -0.49 0.52 0.89
H 1.87482 1.42076 -11.87832 0.22 -0.10 -0.51
H 1.15262 -0.63092 -10.70110 -0.19 0.74 0.88
H 2.78975 -0.98167 -10.12424 0.13 0.34 0.17
H 2.18946 -1.24191 -11.72325 0.89 0.34 -0.70
H 3.79740 0.08656 -12.85461 -0.69 0.12 -0.19
H 4.66379 0.38830 -11.60808 0.10 0.25 0.62
C 5.96759 -6.09783 6.41786 -0.90 -1.02 1.13
O 6.60821 -6.24591 7.74234 0.31 1.21 -2.40
C 7.93955 -6.74039 7.57421 0.05 -0.44 1.19
C 8.30727 -7.39267 8.90105 1.92 1.48 0.21
C 9.63602 -8.11855 8.92399 0.18 0.13 -0.79
N 7.39713 -8.37647 9.19279 -3.42 -2.73 0.12
H 5.08450 -5.46032 6.46093 0.20 0.19 0.60
H 5.57871 -7.09638 6.21846 0.02 -0.11 -0.45
H 6.51667 -5.76363 5.53757 0.88 0.08 0.56
H 7.94761 -7.53241 6.82539 0.04 -0.07 -0.28
H 8.69405 -5.98929 7.34034 -0.26 0.37 -0.28
H 8.14557 -6.72572 9.74789 1.12 1.37 -0.37
H 9.62084 -8.79433 8.06890 0.16 0.13 -0.38
H 9.59799 -8.84825 9.73280 0.54 0.53 0.45
H 10.51285 -7.47440 8.85806 0.14 -0.19 0.38
H 6.52370 -7.99729 8.85597 -0.72 -0.44 0.23
H 7.31149 -8.41276 10.19850 -0.25 -0.50 0.08
C -6.11151 -1.20045 -6.45505 1.33 1.74 -1.29
O -7.39928 -1.48005 -6.14095 -1.33 -1.32 -1.56
C -7.64680 -1.67065 -4.81061 -1.04 0.27 1.47
C -8.80889 -2.65794 -4.57233 -0.19 0.23 0.26
C -10.18259 -2.23134 -4.97865 0.13 0.43 -2.10
N -8.99854 -2.95678 -3.16353 1.43 -0.15 0.67
H -5.64929 -0.53463 -5.72626 0.40 -0.41 0.54
H -6.13362 -0.53573 -7.31862 -0.04 -0.13 -0.43
H -5.48991 -2.04379 -6.75587 0.07 -0.32 0.51
H -6.75373 -1.98145 -4.26845 0.11 -0.34 0.11
H -7.88784 -0.66362 -4.47018 -0.37 0.01 0.98
H -8.56817 -3.61661 -5.03180 0.19 0.16 -0.88
H -10.52204 -1.32966 -4.46889 -0.07 -0.29 0.35
H -10.81537 -3.11023 -4.85523 -0.44 0.35 0.17
H -10.18997 -1.99930 -6.04364 -0.17 0.07 -0.17
H -8.29155 -3.66719 -3.03872 0.03 -0.24 1.15
H -9.88956 -3.42472 -3.07849 -0.04 -0.08 0.24
C -1.41858 -6.05732 1.05324 -0.03 0.07 0.19
O -2.15342 -6.42017 2.17602 -0.98 -1.10 1.31
C -1.40116 -7.13068 3.21850 -0.05 1.35 -2.57
C -2.26960 -7.48160 4.37339 -0.40 1.40 0.88
C -2.67547 -6.15018 5.10695 -1.45 -0.87 -1.22
N -1.48652 -8.27956 5.27956 0.69 -0.68 1.26
H -1.04853 -6.92020 0.49953 0.28 -0.17 -0.02
H -0.60188 -5.41261 1.37799 0.37 0.14 -0.37
H -2.09376 -5.51473 0.39155 0.09 0.12 0.06
H -0.98792 -8.03032 2.76245 0.36 -0.09 0.07
H -0.64090 -6.38876 3.46274 0.56 -0.51 0.59
H -3.11836 -8.04942 3.99221 -0.46 0.35 0.02
H -3.34008 -5.57833 4.45936 0.39 0.16 -0.58
H -1.83685 -5.50206 5.36141 0.01 -0.40 0.32
H -3.40966 -6.34181 5.88946 0.67 -0.21 0.75
H -1.56029 -9.28311 5.19271 -0.03 -0.08 -0.77
H -1.76685 -8.15323 6.24162 -0.03 0.51 0.08
C -6.28773 2.85359 1.46532 0.57 -0.21 -0.18
O -7.58310 2.33926 1.73691 0.45 -0.87 0.75
C -7.58644 0.91360 2.08461 -1.63 0.49 -0.11
C -9.03700 0.52086 2.57357 0.58 2.31 -0.98
C -9.18165 -0.91571 2.91934 0.34 -0.96 0.85
N -10.02965 0.67574 1.49131 0.83 -0.35 -0.40
H -5.79864 2.26938 0.68583 0.05 -0.11 -0.17
H -5.59600 2.89894 2.30648 -0.20 -0.62 0.59
H -6.25429 3.89700 1.15183 -1.00 -0.03 -0.29
H -7.43350 0.32054 1.18295 0.42 -0.02 -0.27
H -6.86007 0.61139 2.83903 0.29 0.47 0.09
H -9.32470 1.29028 3.29004 0.14 -0.52 0.78
H -8.84175 -1.54559 2.09726 0.04 0.09 -0.35
H -10.24430 -1.12963 3.03382 0.12 -0.08 0.32
H -8.59464 -1.27387 3.76505 -0.18 0.23 0.30
H -9.61082 -0.02757 0.89968 -0.84 -0.39 -1.14
H -9.86690 1.51899 0.95976 0.03 0.56 0.18
C -4.04066 1.74457 8.89734 -0.42 -0.23 0.81
O -2.82796 2.34884 9.11009 1.95 0.46 -0.01
C -2.76597 3.76490 9.20694 0.80 -1.03 0.21
C -1.38662 4.06566 9.88905 -0.10 0.29 -1.01
C -1.24940 3.61828 11.33951 -0.16 -0.86 0.42
N -1.13780 5.48450 9.80216 -1.07 1.03 -0.11
H -3.82423 0.67633 8.90914 -0.33 -0.04 -0.03
H -4.54883 2.00093 7.96775 -0.03 0.25 -0.16
H -4.62210 2.02171 9.77667 -0.96 -0.34 -0.15
H -2.84652 4.13284 8.18409 0.32 0.62 0.06
H -3.60446 4.15650 9.78286 -0.17 0.10 0.31
H -0.64353 3.66084 9.20200 0.06 -0.79 0.37
H -2.16393 3.69112 11.92809 -0.53 -0.13 -0.39
H -0.60094 4.26606 11.92940 0.53 0.00 -0.45
H -0.89742 2.59140 11.43807 -0.02 -0.02 0.01
H -0.21406 5.75316 10.10976 0.15 -0.27 0.04
H -1.77759 5.83944 10.49842 -0.01 0.97 0.06
C 10.00413 2.24785 -9.99188 -0.05 0.60 0.36
O 9.92963 2.09899 -8.54782 -0.23 1.36 -0.58
C 9.72540 3.38487 -7.87237 -0.40 -0.60 -0.19
C 9.69813 3.27505 -6.34019 0.40 -1.31 -0.04
C 8.53903 2.43975 -5.79386 -0.54 0.54 -0.22
N 9.59460 4.54767 -5.65227 -0.12 0.19 -0.15
H 10.85149 2.83912 -10.33899 0.67 -0.16 0.48
H 9.19924 2.83080 -10.43957 -0.75 -0.13 0.47
H 10.02657 1.29121 -10.51382 0.03 -0.16 0.59
H 10.47949 4.11266 -8.17196 0.38 -0.09 -0.08
H 8.76566 3.83578 -8.12474 -0.35 -0.15 -0.56
H 10.61192 2.74859 -6.06464 0.29 0.21 0.25
H 8.47526 1.42068 -6.17534 0.22 0.07 0.20
H 7.60396 2.94375 -6.03825 -0.27 0.02 -0.59
H 8.49223 2.52658 -4.70833 0.59 -0.57 0.10
H 8.62966 4.83453 -5.73411 -0.17 0.30 0.15
H 10.14855 5.30437 -6.02731 0.30 -0.12 -0.19
C 0.06197 10.01049 1.89076 -0.23 0.38 -1.08
C 1.28916 10.18869 0.98834 -0.31 -0.43 0.81
O 2.27602 10.84232 1.80235 0.18 -0.21 -0.86
H 0.19384 9.22824 2.63828 0.32 0.32 0.25
H -0.84350 9.72114 1.35739 -0.01 0.07 -0.26
H -0.08464 11.01405 2.29010 -0.31 -0.30 0.55
H 1.11488 10.79148 0.09706 -0.13 0.36 0.34
H 1.60835 9.22341 0.59533 0.42 -0.16 0.15
H 2.46623 10.25277 2.53574 0.06 -0.02 0.09
```
Positions in Å, forces in eV/Å.

max |F|	4.38	eV Å⁻¹
SMILES string	COC[C@H](C)N.COC[C@H](C)N.COC[C@H](C)N.COC[C@H](C)N.COC[C@H](C)N.COC[C@H](C)N.COC[C@H](C)N.COC[C@H](C)N.CCO
ΔE to the lowest compared entry with this formula, charge and spin	7.1730	eV
calculated total energy	-2466.63997	Ha